Computed, not measured: a molecular structure, C12H14BF5FeN6 at a distorted geometry, with ωB97M-V/def2-TZVPD.

Cartesian coordinates (Å):
H1 0.74 -3.72 0.05
N1 0.02 -1.92 -0.84
B1 -0.51 -0.03 -2.49
N2 -0.15 -1.52 -2.19
C1 0.13 -2.56 -2.98
Fe1 -0.68 -1.05 0.59
H2 0.03 -2.45 -4.05
C2 0.56 -3.63 -2.20
H3 0.88 -4.60 -2.54
C3 0.50 -3.20 -0.87
H4 -0.71 0.15 -3.65
C4 1.84 2.90 3.29
H5 1.44 3.09 4.30
H6 1.06 2.44 2.68
H7 2.12 3.85 2.81
N3 0.70 0.84 -1.98
N4 -1.76 0.37 -1.65
N5 1.04 0.74 -0.66
N6 -1.74 0.15 -0.26
C5 1.53 1.72 -2.60
C6 -2.90 1.01 -1.96
H8 1.39 1.92 -3.65
H9 -3.12 1.26 -2.99
C7 2.42 2.20 -1.64
C8 -3.60 1.30 -0.78
C9 2.07 1.55 -0.43
C10 -2.84 0.77 0.27
H10 3.21 2.93 -1.77
H11 -4.53 1.83 -0.70
H12 2.50 1.65 0.55
H13 -3.02 0.79 1.34
H14 2.68 2.24 3.32
F1 -0.84 -3.05 2.45
C11 -0.75 -1.66 2.57
F2 -1.97 -1.22 3.09
C12 0.32 -1.35 3.62
F3 0.00 -2.02 4.76
F4 1.58 -1.71 3.26
F5 0.35 -0.03 3.96

The energy relative to the best compared isomer or geometry (same formula, charge and spin) is 24.45 kcal per mole. The calculated total energy is -70263.3124 eV. The calculation puts the orbital gap (alpha / beta) at 9.56 / 8.91 eV. The expectation value of S² is 6.015. As for the charge: 0. Its LUMO energy (alpha / beta) is 0.513 / 0.161 eV. As for the molar mass: 403.9 g mol⁻¹. The highest occupied orbital energy (alpha / beta) comes out at -9.0 / -8.7 eV. As for the multiplicity: 5.

Computed, not measured: a single C4H5NOS molecule at a distorted geometry, with ωB97M-V/def2-TZVPD.

Cartesian coordinates (Å):
C1 1.44 0.39 0.59
C2 0.78 0.57 -0.85
C3 -0.55 -0.83 1.36
C4 -0.83 0.13 -1.45
N1 0.67 -0.04 1.50
O1 1.40 1.33 -1.55
S1 -1.55 -0.87 -0.18
H1 2.25 0.98 0.77
H2 -0.76 -0.41 -2.39
H3 -0.43 -1.87 1.45
H4 -1.19 -0.54 2.13
H5 -1.24 1.16 -1.40

The energy relative to the best compared isomer or geometry (same formula, charge and spin) is 67.20 kcal per mole. As for the SMILES: O=C1C=NCSC1. The calculated total energy is -18599.0048 eV. The calculation puts the orbital gap at 8.78 eV. As for the charge: 0. Its LUMO energy is 0.021 eV. As for the molar mass: 115.2 g mol⁻¹. The highest occupied orbital energy comes out at -8.8 eV.

Computed, not measured: a molecular structure, C47H60BrF5N6O3RuSSiTe, with ωB97M-V/def2-TZVPD.

Cartesian coordinates (Å):
Ru1 -0.25 -1.09 -0.51
C1 5.35 -1.90 -4.40
C2 5.58 -0.64 -3.61
C3 6.80 0.03 -3.66
C4 7.02 1.19 -2.93
C5 6.00 1.71 -2.16
C6 4.77 1.08 -2.11
C7 4.56 -0.11 -2.81
N1 3.32 -0.77 -2.80
C8 2.48 -0.97 -1.72
N2 3.04 -0.78 -0.53
C9 2.49 -0.80 0.78
C10 1.12 -0.87 0.99
C11 0.71 -0.91 2.32
C12 1.61 -0.88 3.38
C13 2.97 -0.82 3.13
C14 3.43 -0.78 1.82
C15 4.91 -0.76 1.54
N3 1.25 -1.39 -1.92
C16 0.85 -1.43 -3.30
C17 0.67 -0.22 -3.98
C18 0.39 -0.22 -5.33
C19 0.28 -1.42 -6.02
C20 0.45 -2.61 -5.33
C21 0.74 -2.65 -3.97
C22 0.94 -3.95 -3.25
H1 6.28 -2.24 -4.86
H2 4.62 -1.76 -5.20
H3 4.97 -2.70 -3.76
H4 7.59 -0.38 -4.27
H5 7.98 1.68 -2.98
H6 6.14 2.63 -1.61
H7 3.94 1.51 -1.56
H8 2.99 -1.14 -3.67
H9 4.03 -0.59 -0.56
H10 -0.34 -0.96 2.54
H11 1.24 -0.92 4.40
H12 3.69 -0.81 3.94
H13 5.47 -0.85 2.47
H14 5.24 0.16 1.05
H15 5.22 -1.59 0.90
H16 0.75 0.70 -3.42
H17 0.24 0.73 -5.85
H18 0.04 -1.43 -7.07
H19 0.33 -3.55 -5.86
H20 0.79 -4.78 -3.93
H21 0.22 -4.05 -2.44
H22 1.94 -4.01 -2.81
C23 -3.15 2.10 7.54
C24 -2.27 2.09 6.30
C25 -0.83 2.48 6.60
C26 0.08 2.48 5.38
N4 -0.26 3.52 4.42
C27 -0.85 3.29 3.21
S1 -1.42 1.81 2.71
N5 -0.91 4.38 2.41
C28 -1.38 4.35 1.03
C29 -2.89 4.39 0.86
C30 -3.55 5.60 1.52
C31 -5.05 5.64 1.26
H23 -4.18 1.82 7.31
H24 -3.17 3.09 8.00
H25 -2.78 1.40 8.29
H26 -2.68 2.76 5.54
H27 -2.27 1.09 5.84
H28 -0.41 1.80 7.35
H29 -0.82 3.48 7.06
H30 0.01 1.53 4.85
H31 1.12 2.62 5.68
H32 0.10 4.44 4.59
H33 -0.55 5.25 2.76
H34 -0.98 3.44 0.57
H35 -0.92 5.20 0.52
H36 -3.31 3.46 1.27
H37 -3.10 4.39 -0.21
H38 -3.08 6.52 1.15
H39 -3.36 5.57 2.60
H40 -5.26 5.72 0.19
H41 -5.52 6.50 1.76
H42 -5.53 4.74 1.63
F1 -2.30 -3.52 -3.88
Te1 -3.11 -1.98 -3.17
F2 -4.32 -0.67 -2.58
F3 -2.53 -0.72 -4.45
F4 -4.08 -3.15 -2.09
F5 -4.39 -2.34 -4.48
O1 -1.79 -1.62 -2.03
C32 -3.08 -4.64 0.56
Si1 -2.42 -2.94 1.05
C33 -3.63 -1.63 0.52
C34 -2.40 -2.72 2.94
N6 -0.76 -2.77 0.42
C35 0.15 -3.78 0.76
C36 1.43 -3.84 0.18
C37 2.35 -4.81 0.52
C38 2.06 -5.79 1.46
C39 0.80 -5.77 2.04
C40 -0.13 -4.79 1.70
H43 -4.12 -4.54 0.24
H44 -3.05 -5.37 1.37
H45 -2.52 -5.03 -0.28
H46 -4.47 -1.74 1.21
H47 -4.00 -1.75 -0.49
H48 -3.24 -0.61 0.62
H49 -3.29 -3.18 3.36
H50 -2.45 -1.65 3.17
H51 -1.53 -3.12 3.45
H52 1.68 -3.11 -0.56
H53 3.32 -4.81 0.03
H54 2.78 -6.55 1.72
H55 0.53 -6.51 2.78
H56 -1.09 -4.83 2.20
Br1 0.95 3.73 -1.98
C41 -0.82 3.38 -2.56
C42 -1.35 4.26 -3.50
C43 -2.64 4.06 -3.97
C44 -3.39 2.99 -3.50
C45 -2.86 2.14 -2.55
C46 -1.57 2.32 -2.07
C47 -1.07 1.27 -1.10
O2 -1.90 0.73 -0.36
O3 0.15 0.90 -1.12
H57 -0.75 5.09 -3.85
H58 -3.04 4.73 -4.72
H59 -4.39 2.81 -3.88
H60 -3.43 1.30 -2.18

The calculated total energy is -177021.3888 eV. The calculation puts the orbital gap (alpha / beta) at 6.44 / 6.79 eV. The expectation value of S² is 0.760. As for the charge: -1. Its LUMO energy (alpha / beta) is 2.079 / 2.079 eV. As for the molar mass: 1220.8 g mol⁻¹. The highest occupied orbital energy (alpha / beta) comes out at -4.4 / -4.7 eV. As for the multiplicity: 2.